C33H68Cl3CsF2N3NaO7P | the ωB97M-V functional and the def2-TZVPD basis

Last column: Löwdin charge in e.
Atoms and positions in Å:
C  3.77970  2.26412  3.31296  -0.09
C  3.81210  3.29460  2.16855  -0.23
C  2.88755  2.99433  0.98221  -0.20
C  2.77084  1.50741  0.61581  -0.20
C  1.57210  1.29554  -0.30836  -0.30
C  1.57857  -0.08664  -1.01869  -0.41
C  1.71195  -1.28680  -0.08214  -0.20
C  0.87363  -1.23428  1.18644  -0.20
C  -0.62323  -1.46173  0.95598  -0.19
C  -1.41034  -0.41565  1.75228  -0.20
C  -2.88740  -0.74189  1.89927  -0.19
C  -3.83075  -0.11089  0.86929  -0.18
C  -4.16585  1.36507  1.07090  -0.78
Cl  -4.68549  1.64941  2.77792  0.65
O  -5.29072  1.50713  0.25666  -0.39
P  -5.40536  2.97935  -0.71562  0.50
O  -3.60347  3.12521  -0.53481  -0.37
C  -3.14840  2.41391  0.58723  -0.38
C  -2.67875  3.52131  1.61563  -0.27
C  -1.47668  3.13805  2.50363  -0.01
F  -2.23022  4.63687  0.82325  -0.07
H  3.88468  2.80792  4.24977  0.07
H  2.86701  1.67902  3.35712  0.07
H  4.65790  1.62493  3.22852  0.06
H  4.83109  3.48518  1.83391  0.10
H  3.47884  4.24327  2.59344  0.10
H  1.89111  3.42076  1.12494  0.11
H  3.29529  3.49428  0.09730  0.11
H  3.69360  1.22295  0.10413  0.13
H  2.62086  0.88063  1.48782  0.09
H  0.64494  1.50419  0.22620  0.09
H  1.68421  2.10679  -1.09637  -0.03
H  0.60569  -0.19574  -1.56438  0.09
H  2.38060  -0.14407  -1.78469  -0.07
H  2.75297  -1.49877  0.16199  0.10
H  1.36555  -2.15735  -0.64401  0.12
H  1.03380  -0.33730  1.78314  0.09
H  1.21417  -2.06685  1.80556  0.12
H  -0.84572  -1.34811  -0.10518  0.10
H  -0.93617  -2.42536  1.33965  0.11
H  -0.94679  -0.31591  2.73650  0.12
H  -1.24577  0.53952  1.25096  0.06
H  -2.97883  -1.83004  1.82037  0.10
H  -3.24398  -0.44261  2.88354  0.09
H  -4.78638  -0.62352  0.97488  0.11
H  -3.48372  -0.28608  -0.16283  0.11
H  -5.34708  4.25971  -1.43682  -0.05
H  -5.04394  2.20398  -1.91222  -0.04
H  -6.78380  2.78703  -0.98667  -0.04
H  -5.64560  3.75691  0.47892  0.02
H  -2.23490  1.96584  0.16454  0.06
H  -3.49414  3.89998  2.21919  0.13
H  -0.79905  2.40502  2.01205  0.05
H  -0.87095  4.03315  2.64960  0.08
H  -1.77314  2.71553  3.45999  0.09
Na  -1.06878  2.92866  -0.29859  0.46
Cs  1.94817  1.37725  -3.28655  1.26
F  -7.13311  2.82580  1.38010  -0.69
C  9.08653  -2.76338  -1.29380  -0.06
C  8.06365  -2.39831  -0.42825  -0.05
C  6.76061  -2.32034  -0.89098  0.00
C  6.50378  -2.61384  -2.21829  -0.15
C  7.50943  -2.97299  -3.09587  0.00
C  8.80996  -3.04641  -2.62529  -0.06
N  5.11758  -2.55149  -2.70675  -0.34
O  4.25863  -2.21058  -1.91231  0.06
O  4.90643  -2.83810  -3.86393  0.10
H  10.10279  -2.82890  -0.92868  0.11
H  8.28059  -2.17719  0.60820  0.11
H  5.96092  -2.03791  -0.22269  0.12
H  7.28813  -3.19496  -4.12921  0.12
H  9.60845  -3.32822  -3.29735  0.11
C  -2.67092  -3.97030  -2.75935  -0.12
C  -3.25988  -3.34374  -1.54513  -0.38
O  -2.82599  -3.28279  -0.44136  0.14
N  -4.54947  -2.53814  -1.77280  0.10
C  -5.66767  -2.92474  -0.85543  0.02
H  -2.25551  -4.94748  -2.52208  0.10
H  -3.41358  -4.08481  -3.53906  -0.06
H  -1.88578  -3.31573  -3.13194  0.05
H  -4.82590  -2.54840  -2.75723  0.15
H  -4.29697  -1.57613  -1.50352  0.14
H  -5.38023  -2.66996  0.15878  0.10
H  -5.85608  -3.98966  -0.96053  0.11
H  -6.54254  -2.35153  -1.15160  0.06
Cl  -4.91300  1.71201  5.61732  -0.77
C  -7.47829  -1.85973  -4.01840  -0.06
C  -7.84962  -0.92930  -2.86470  -0.43
C  -8.96285  0.06686  -3.21973  -0.20
O  -8.54565  1.15565  -4.01657  -0.17
C  -8.47558  0.90161  -5.40151  -0.11
N  -6.64156  -0.25846  -2.38042  0.06
H  -6.87543  -1.35549  -4.77292  0.07
H  -6.88788  -2.70232  -3.65018  0.05
H  -8.36771  -2.26662  -4.50469  0.08
H  -8.23304  -1.55569  -2.05159  0.13
H  -9.32694  0.50929  -2.29020  0.13
H  -9.81713  -0.44370  -3.68873  0.12
H  -9.26106  0.21049  -5.72692  0.09
H  -7.49679  0.50581  -5.68756  0.08
H  -8.61296  1.85225  -5.91759  0.09
H  -6.87020  0.29249  -1.55109  0.08
H  -6.39125  0.45147  -3.06479  0.07
C  10.23930  1.56169  3.82994  -0.08
C  9.28282  0.76308  2.96149  -0.29
O  9.00903  -0.53801  3.44812  -0.17
C  8.41513  -0.61023  4.73451  -0.28
C  7.07332  0.09359  4.83467  -0.08
H  11.18248  1.02708  3.94938  0.08
H  10.44224  2.53014  3.37179  0.08
H  9.83343  1.74389  4.82550  0.07
H  9.72592  0.61746  1.97552  0.11
H  8.34928  1.31667  2.80537  0.10
H  9.10677  -0.23529  5.49688  0.11
H  8.28146  -1.67309  4.93532  0.12
H  7.16042  1.16567  4.65150  0.06
H  6.64721  -0.03997  5.82882  0.08
H  6.37711  -0.31102  4.09803  0.08
Cl  -2.68434  -3.72320  -5.63428  -0.54

- Charge: -1
- LUMO energy: -0.72 eV
- HOMO: -2.456 eV

C33H70IN8O10 | the ωB97M-V functional and the def2-TZVPD basis

Last column: Löwdin charge in e.
Atoms and positions in Å:
C  -1.95240  0.25649  -4.86953  0.03
C  -0.58851  0.56506  -5.41247  -0.51
O  -0.38914  1.13097  -6.44591  0.05
O  0.49129  0.11723  -4.67657  -0.04
C  0.50693  0.55161  -3.31214  -0.20
C  1.87973  0.30044  -2.73616  -0.12
C  3.05367  0.86772  -3.54258  -0.07
N  3.72002  2.05354  -2.89681  -0.04
C  4.13931  1.77584  -1.46732  -0.09
C  3.19660  2.41002  -0.47122  -0.17
C  3.35152  3.92306  -0.55111  -0.16
C  3.35152  4.40376  -2.01409  -0.11
C  2.93706  3.35005  -3.04360  -0.22
C  3.21075  3.87853  -4.47082  -0.16
C  2.08859  4.78793  -4.93479  -0.85
O  1.77328  5.77948  -4.36644  0.03
I  1.05296  4.10331  -6.67288  0.97
H  -2.17313  -0.80258  -4.98995  0.10
H  -2.03915  0.49101  -3.81278  0.06
H  -2.66343  0.84425  -5.44519  0.09
H  -0.20455  -0.03875  -2.72794  0.10
H  0.19908  1.59920  -3.21823  0.12
H  2.01349  -0.78046  -2.66292  0.12
H  1.85700  0.66469  -1.71427  0.09
H  2.71667  1.14907  -4.54163  0.13
H  3.82390  0.10977  -3.67212  0.14
H  4.58055  2.21849  -3.41827  0.18
H  4.26560  0.70315  -1.33892  0.14
H  5.12624  2.22314  -1.33599  0.14
H  3.47134  2.02607  0.51100  0.11
H  2.14784  2.17215  -0.64233  0.08
H  2.52691  4.37237  0.00170  0.10
H  4.27127  4.20752  -0.03763  0.12
H  4.31249  4.84034  -2.29033  0.13
H  2.61853  5.20328  -2.11714  0.12
H  1.87695  3.10959  -2.97075  0.16
H  3.36603  3.07874  -5.19237  0.08
H  4.11807  4.49011  -4.45252  0.14
C  0.00509  -3.11352  -3.01524  0.01
C  -1.28486  -2.75430  -2.31531  -0.53
O  -1.75910  -1.62032  -2.36491  0.00
N  -1.91055  -3.73675  -1.63757  0.02
C  -1.50462  -5.12909  -1.47940  -0.07
H  0.38084  -2.23383  -3.53008  0.06
H  0.74902  -3.46323  -2.29807  0.09
H  -0.16135  -3.90242  -3.74882  0.09
H  -2.76923  -3.44066  -1.20003  0.14
H  -2.26665  -5.78371  -1.90345  0.09
H  -1.37745  -5.37675  -0.43033  0.06
H  -0.56618  -5.32011  -1.98502  0.07
C  1.03795  -9.30741  0.78589  -0.01
C  -0.24762  -8.61511  0.39672  -0.55
O  -0.24475  -7.48091  -0.07599  0.00
N  -1.39872  -9.29043  0.58594  0.02
C  -1.59102  -10.62227  1.13537  -0.07
H  1.86479  -8.63714  0.57225  0.08
H  1.04233  -9.55265  1.84841  0.08
H  1.17043  -10.22836  0.21783  0.09
H  -2.22297  -8.77854  0.31296  0.14
H  -2.07960  -11.26195  0.39879  0.09
H  -2.21932  -10.55036  2.02012  0.06
H  -0.63750  -11.06614  1.40203  0.07
C  6.47667  1.57554  3.61128  0.00
C  5.37389  1.02832  2.74017  -0.55
O  5.50364  0.92487  1.52368  0.00
N  4.22108  0.66380  3.34829  0.02
C  3.88036  0.75434  4.75897  -0.06
H  7.32277  1.82216  2.97764  0.08
H  6.14706  2.47377  4.13466  0.09
H  6.78980  0.83760  4.35015  0.09
H  3.52955  0.28961  2.71766  0.13
H  3.66145  -0.23522  5.16201  0.08
H  3.00894  1.39550  4.89448  0.07
H  4.70374  1.18215  5.31955  0.08
C  -2.35078  2.21014  -0.91801  0.01
C  -1.28389  1.82790  0.07779  -0.53
O  -0.09514  1.77587  -0.23092  0.01
N  -1.67761  1.55303  1.33735  0.02
C  -3.02421  1.59776  1.87922  -0.06
H  -1.87531  2.41153  -1.87420  0.07
H  -3.07019  1.40028  -1.04405  0.09
H  -2.88093  3.10329  -0.58308  0.06
H  -0.92198  1.30204  1.95610  0.14
H  -3.07980  2.33107  2.68320  0.08
H  -3.31227  0.62078  2.26938  0.08
H  -3.73088  1.89283  1.11296  0.07
C  2.70984  5.23571  3.23489  0.00
C  1.96757  4.38779  4.24381  -0.55
O  2.53696  3.86666  5.18829  0.02
N  0.63266  4.21369  4.04972  0.01
C  -0.20235  4.74670  2.98852  -0.06
H  3.75505  5.27804  3.52570  0.08
H  2.63623  4.80056  2.23743  0.06
H  2.31086  6.24994  3.19972  0.09
H  0.19521  3.64488  4.75783  0.14
H  -0.99078  5.37873  3.39881  0.09
H  -0.66999  3.94013  2.42020  0.07
H  0.39269  5.34444  2.30564  0.07
C  -5.05680  -7.36036  3.29307  -0.01
C  -3.65751  -7.91956  3.39787  -0.54
O  -3.40522  -9.08133  3.11581  0.02
N  -2.67523  -7.08282  3.81729  0.01
C  -2.78330  -5.68756  4.19151  -0.08
H  -5.71358  -8.15204  2.94681  0.08
H  -5.40851  -7.00719  4.26287  0.09
H  -5.09380  -6.53136  2.58514  0.08
H  -1.76670  -7.51760  3.86161  0.14
H  -2.15612  -5.06923  3.54679  0.08
H  -2.46720  -5.54183  5.22550  0.08
H  -3.81019  -5.35024  4.09770  0.07
C  -3.93442  5.91139  -0.78856  -0.01
C  -4.68337  5.32824  0.38823  -0.55
O  -4.10382  4.75906  1.30409  0.01
N  -6.03113  5.46192  0.39867  0.01
C  -6.88013  6.10438  -0.58710  -0.07
H  -2.87409  5.72639  -0.64317  0.08
H  -4.25315  5.44886  -1.72368  0.09
H  -4.09775  6.98683  -0.86006  0.09
H  -6.47029  5.05852  1.21180  0.14
H  -7.43141  6.93018  -0.13632  0.09
H  -7.59712  5.39197  -0.99670  0.09
H  -6.28295  6.49689  -1.40313  0.07

- Charge: +1
- LUMO energy: -2.04 eV
- HOMO: -10.769 eV